1.
{
  "formula": "C5H8N2",
  "method": "ωB97M-V/def2-TZVPD",
  "species": ["N", "C", "C", "N", "C", "C", "C", "H", "H", "H", "H", "H", "H", "H", "H"],
  "xyz": [[-0.9516, -0.1149, -1.1194], [-0.5504, -0.8727, 0.0543], [-0.4083, -2.3153, -0.3035], [-0.3836, -3.4024, -0.7030], [0.7183, -0.1597, 0.4657], [0.7745, 1.0670, 1.3074], [0.3829, 1.4705, -0.0369], [-1.8885, -0.1978, -1.4495], [-0.2429, -0.2058, -1.8380], [-1.3333, -0.8037, 0.8184], [1.6536, -0.6906, 0.2159], [0.0214, 1.1913, 2.0763], [1.7771, 1.3571, 1.5652], [1.0470, 1.7948, -0.8261], [-0.6079, 1.9544, -0.1670]],
  "forces_ev_per_angstrom": [[-0.912, -0.848, -0.771], [-0.394, 0.239, -0.171], [0.134, -0.705, -0.125], [0.074, 1.095, 0.526], [-0.321, 1.155, -1.174], [0.393, 0.301, 0.685], [0.829, -0.216, 0.223], [-0.561, -0.765, -0.401], [-0.419, 0.022, -0.094], [0.012, 0.017, -0.075], [-0.479, 0.783, -0.128], [0.134, 0.100, 0.161], [0.271, -0.167, 0.688], [0.555, 0.244, 0.552], [0.686, -1.257, 0.104]],
  "lowdin_charge": [-0.0039, -0.3752, -0.1751, 0.1321, -0.1548, -0.1959, -0.0967, 0.0826, 0.1015, 0.1490, 0.1341, 0.1114, 0.1024, 0.0860, 0.1025],
  "charge": 0,
  "e_homo_ev": -8.32,
  "e_lumo_ev": 0.93,
  "gap_ev": 9.3,
  "smiles": "N#C[C@H](N)C1CC1",
  "e_above_lowest_kcal_mol": 77.7,
  "energy_ha": -304.7116
}

2.
{
  "formula": "C5H8N2",
  "method": "ωB97M-V/def2-TZVPD",
  "species": ["C", "C", "C", "C", "N", "C", "N", "H", "H", "H", "H", "H", "H", "H", "H"],
  "xyz": [[0.5695, -1.6008, -0.3467], [0.4474, 1.5378, 0.7516], [-0.7180, 1.7147, -0.2414], [-0.3570, 1.4074, -1.6290], [-0.0952, 1.1596, -2.7287], [-0.1065, -0.9533, 0.8572], [0.5572, 0.3144, 1.2130], [0.0790, -2.5446, -0.6021], [0.5268, -0.9449, -1.2204], [1.6227, -1.8074, -0.1299], [-0.9958, 2.7725, -0.2151], [-1.6188, 1.1313, 0.0003], [-0.0472, -1.6084, 1.7329], [-1.1680, -0.7697, 0.6695], [1.3039, 0.1915, 1.8888]],
  "forces_ev_per_angstrom": [[0.020, -0.044, -0.074], [-0.189, -0.477, 0.074], [-0.066, 0.101, 0.005], [0.245, -0.195, -0.894], [-0.211, 0.236, 1.096], [-0.128, -0.055, -0.062], [0.172, 0.378, -0.054], [0.056, 0.102, 0.059], [0.006, -0.143, 0.142], [-0.142, 0.009, -0.017], [-0.003, -0.145, -0.025], [0.143, 0.069, 0.010], [-0.012, 0.128, -0.115], [0.165, -0.004, -0.020], [-0.056, 0.041, -0.126]],
  "lowdin_charge": [-0.0787, -0.0528, -0.2203, -0.2481, 0.1413, -0.2291, -0.0576, 0.0784, 0.0481, 0.0791, 0.1006, 0.1034, 0.1147, 0.1036, 0.1176],
  "charge": 0,
  "e_homo_ev": -8.57,
  "e_lumo_ev": 0.76,
  "gap_ev": 9.3,
  "e_above_lowest_kcal_mol": 57.8,
  "energy_ha": -304.7434
}

3.
{
  "formula": "C5H8N2",
  "method": "ωB97M-V/def2-TZVPD",
  "species": ["C", "C", "N", "C", "C", "N", "C", "H", "H", "H", "H", "H", "H", "H", "H"],
  "xyz": [[-2.2255, 0.0031, 0.3763], [-1.0429, -0.1160, -0.5869], [0.3714, -0.0621, -0.0189], [1.3919, -0.9277, 0.5212], [2.5887, -0.2759, 0.3224], [2.3710, 0.9620, -0.2137], [1.0864, 1.0297, -0.4053], [-3.1754, 0.0555, -0.1791], [-2.2923, -0.8571, 1.0405], [-2.1696, 0.9171, 0.9707], [-1.1232, 0.7411, -1.2756], [-1.1913, -0.9858, -1.2379], [1.1736, -1.7794, 1.1570], [3.6399, -0.5664, 0.4147], [0.5973, 1.8621, -0.8853]],
  "forces_ev_per_angstrom": [[0.167, -0.084, 0.204], [0.127, -0.133, 0.074], [0.436, 0.342, -0.078], [-0.840, 0.179, -0.306], [-0.274, 0.057, 0.025], [-0.108, 0.113, -0.445], [-0.035, 0.322, -0.263], [0.431, -0.091, -0.044], [0.029, 0.032, 0.118], [0.132, -0.111, 0.049], [0.405, -0.288, 0.327], [0.425, -0.078, 0.365], [-0.117, -0.027, -0.620], [-0.745, -0.305, 0.588], [-0.033, 0.070, 0.007]],
  "lowdin_charge": [-0.0933, -0.1786, -0.0508, -0.0583, -0.1742, 0.0385, -0.2349, 0.0779, 0.0672, 0.0730, 0.1042, 0.1151, 0.0963, 0.1002, 0.1179],
  "charge": 0,
  "e_homo_ev": -8.75,
  "e_lumo_ev": 0.86,
  "gap_ev": 9.6,
  "smiles": "CCn1ccnc1",
  "e_above_lowest_kcal_mol": 19.9,
  "energy_ha": -304.8038
}

4.
{
  "formula": "C5H8N2",
  "method": "ωB97M-V/def2-TZVPD",
  "species": ["C", "N", "C", "C", "C", "C", "N", "H", "H", "H", "H", "H", "H", "H", "H"],
  "xyz": [[-2.4842, -0.0487, -0.4192], [-1.1053, 0.1632, -0.0406], [0.0000, -0.5169, -0.4166], [1.1059, 0.0820, 0.1336], [2.5334, -0.3677, 0.0265], [0.6590, 1.2657, 0.8096], [-0.7313, 1.2816, 0.6599], [-2.6518, 0.2008, -1.4723], [-3.0933, 0.6079, 0.2037], [-2.7710, -1.0883, -0.2344], [-0.0889, -1.3856, -1.0616], [2.6123, -1.3796, -0.3846], [3.0108, -0.3598, 1.0116], [3.1170, 0.2990, -0.6180], [-0.3331, 1.2068, 1.7563]],
  "forces_ev_per_angstrom": [[-0.108, -0.015, -0.002], [0.169, -0.035, 0.040], [-0.049, 0.075, 0.065], [0.046, 0.048, -0.013], [0.065, -0.024, -0.023], [0.200, -0.176, -0.347], [0.107, -0.041, -0.006], [0.003, -0.046, 0.151], [0.059, -0.102, -0.105], [0.027, 0.161, -0.054], [0.016, 0.155, 0.124], [-0.038, 0.135, 0.070], [-0.085, -0.005, -0.134], [-0.118, -0.069, 0.098], [-0.296, -0.061, 0.137]],
  "lowdin_charge": [-0.0275, -0.2055, -0.0343, -0.3171, -0.0789, -0.0859, -0.0143, 0.0878, 0.0887, 0.0869, 0.1342, 0.0701, 0.0741, 0.0745, 0.1472],
  "charge": 0,
  "e_homo_ev": -8.44,
  "e_lumo_ev": 0.79,
  "gap_ev": 9.2,
  "e_above_lowest_kcal_mol": 92.2,
  "energy_ha": -304.6885
}

5.
{
  "formula": "C5H8N2",
  "method": "ωB97M-V/def2-TZVPD",
  "species": ["C", "N", "C", "C", "C", "C", "N", "H", "H", "H", "H", "H", "H", "H", "H"],
  "xyz": [[2.4041, -0.5683, -0.0903], [1.0679, -0.0173, -0.0886], [0.6913, 1.2811, -0.0765], [-0.6830, 1.2950, 0.0117], [-1.0515, -0.0683, 0.0485], [-2.4254, -0.6682, 0.1357], [0.0209, -0.8514, -0.0066], [3.0966, 0.1572, -0.5225], [2.4027, -1.4733, -0.6997], [2.7236, -0.8234, 0.9255], [1.4206, 2.0766, -0.1482], [-1.3354, 2.1576, 0.0245], [-2.4325, -1.6424, -0.3592], [-3.1772, -0.0271, -0.3355], [-2.7228, -0.8277, 1.1811]],
  "forces_ev_per_angstrom": [[0.098, -0.023, -0.028], [0.008, 0.115, 0.041], [0.050, -0.122, -0.014], [-0.004, -0.014, -0.036], [-0.127, -0.061, 0.000], [0.046, -0.051, 0.117], [-0.173, 0.184, -0.027], [-0.095, -0.076, 0.083], [0.014, 0.116, 0.077], [-0.037, 0.053, -0.149], [-0.114, -0.105, 0.033], [0.130, -0.141, 0.000], [-0.019, 0.127, 0.048], [0.165, -0.079, 0.070], [0.060, 0.078, -0.215]],
  "lowdin_charge": [-0.0280, -0.2282, -0.0848, -0.0410, -0.3656, -0.0488, 0.1072, 0.0853, 0.0857, 0.0869, 0.1159, 0.0962, 0.0717, 0.0723, 0.0751],
  "charge": 0,
  "e_homo_ev": -8.95,
  "e_lumo_ev": 1.05,
  "gap_ev": 10.0,
  "smiles": "Cc1ccn(C)n1",
  "e_above_lowest_kcal_mol": 10.6,
  "energy_ha": -304.8186
}

6.
{
  "formula": "C5H8N2",
  "method": "ωB97M-V/def2-TZVPD",
  "species": ["C", "C", "C", "C", "N", "C", "N", "H", "H", "H", "H", "H", "H", "H", "H"],
  "xyz": [[-1.9799, -0.8855, -1.1342], [-1.0851, -0.3510, -0.2710], [0.0670, 0.4810, -0.7649], [1.0486, 0.5287, 0.3766], [2.2193, 1.3029, 0.3636], [0.6093, -0.3194, 1.3188], [-0.6632, -0.8317, 0.9462], [-2.4903, -1.8037, -0.9014], [-2.3086, -0.2980, -1.9861], [0.0001, -0.4806, -1.3984], [-0.0510, 1.3330, -1.4353], [2.6376, 1.4105, 1.2815], [2.0971, 2.2143, -0.0609], [1.0412, -0.5905, 2.2770], [-1.0244, -1.7073, 1.2746]],
  "forces_ev_per_angstrom": [[-1.147, 0.323, 0.820], [-0.731, -0.390, 0.121], [0.066, -0.790, -0.831], [-0.144, -0.460, -0.078], [-0.116, 0.029, 0.009], [0.017, 0.194, -0.160], [-0.298, -0.119, 0.063], [-0.374, 0.000, 0.128], [0.253, -0.283, -0.046], [2.943, 1.685, -0.140], [-0.254, -0.029, 0.361], [-0.119, -0.049, -0.198], [-0.023, -0.153, 0.010], [-0.113, 0.133, -0.240], [0.040, -0.090, 0.182]],
  "lowdin_charge": [-0.0353, -0.4063, -0.0538, -0.3258, 0.0746, -0.0687, 0.0382, 0.0328, 0.0475, 0.1552, 0.1242, 0.0860, 0.0820, 0.1121, 0.1373],
  "charge": 0,
  "e_homo_ev": -6.62,
  "e_lumo_ev": 0.99,
  "gap_ev": 7.6,
  "smiles": "C=C1CC(N)=CN1",
  "e_above_lowest_kcal_mol": 64.2,
  "energy_ha": -304.7332
}

7.
{
  "formula": "C5H8N2",
  "method": "ωB97M-V/def2-TZVPD",
  "species": ["C", "N", "C", "C", "C", "C", "N", "H", "H", "H", "H", "H", "H", "H", "H"],
  "xyz": [[0.9888, 1.5951, -0.4745], [0.0498, 0.5152, -0.2868], [-1.0880, 0.2667, -0.9771], [-1.6109, -0.9518, -0.5836], [-0.7420, -1.4908, 0.3741], [0.3148, -0.5421, 0.6060], [1.5732, -0.5387, 1.2547], [1.9923, 1.1639, -0.5393], [0.7328, 2.1345, -1.3892], [0.9762, 2.2850, 0.3755], [-1.4837, 0.9986, -1.6701], [-2.5385, -1.3825, -0.9355], [-0.8595, -2.4119, 0.9308], [0.0073, -0.2468, 1.6711], [1.6788, -1.4566, 1.6888]],
  "forces_ev_per_angstrom": [[0.054, 0.102, -0.036], [-0.114, 0.023, -0.061], [0.062, 0.091, -0.029], [0.050, -0.118, 0.057], [-0.190, -0.201, -0.116], [-0.022, 0.099, -0.132], [0.130, -0.254, -0.057], [-0.113, 0.116, -0.030], [0.060, -0.080, 0.132], [-0.001, -0.109, -0.108], [0.062, -0.125, 0.104], [0.137, 0.082, 0.070], [0.024, 0.163, -0.074], [-0.153, 0.106, 0.276], [0.012, 0.103, 0.004]],
  "lowdin_charge": [-0.0308, -0.1116, -0.0833, -0.0908, -0.0198, -0.5198, 0.0260, 0.0842, 0.0883, 0.0927, 0.1199, 0.0959, 0.1076, 0.2250, 0.0166],
  "charge": 0,
  "e_homo_ev": [-6.56, -7.25],
  "e_lumo_ev": [0.36, 0.32],
  "gap_ev": [6.9, 7.6],
  "e_above_lowest_kcal_mol": 89.4,
  "energy_ha": -304.6931
}

8.
{
  "formula": "C5H8N2",
  "method": "ωB97M-V/def2-TZVPD",
  "species": ["C", "C", "N", "C", "C", "N", "C", "H", "H", "H", "H", "H", "H", "H", "H"],
  "xyz": [[0.6127, -1.1854, 1.6628], [0.3143, 0.1612, 0.9906], [-0.4490, -0.0807, -0.2345], [-1.1635, 1.0006, -0.7247], [-0.7693, 1.1864, -2.0053], [0.1790, 0.2292, -2.3569], [0.3434, -0.4900, -1.2917], [1.1725, -1.0810, 2.5931], [-0.3659, -1.6089, 1.9224], [1.0996, -1.9447, 1.0373], [1.0927, 0.8459, 0.6408], [-0.2614, 0.7432, 1.7143], [-1.8108, 1.5556, -0.0573], [-1.1153, 1.9079, -2.7261], [1.1208, -1.2394, -1.1649]],
  "forces_ev_per_angstrom": [[-0.038, -0.018, 0.066], [-0.252, -0.487, 0.554], [0.107, 0.211, -0.249], [0.079, 0.278, 0.074], [-0.236, -0.293, -0.235], [-0.194, -0.055, -0.184], [0.121, 0.265, -0.020], [0.093, 0.089, -0.122], [0.192, 0.071, 0.004], [0.076, 0.457, 0.015], [0.704, -0.487, 0.699], [-0.307, -0.051, -0.275], [0.042, -0.054, -0.270], [-0.032, 0.009, 0.010], [-0.356, 0.065, -0.065]],
  "lowdin_charge": [-0.0794, -0.2164, -0.1158, -0.1037, -0.1386, 0.0660, -0.2016, 0.0707, 0.0805, 0.0657, 0.1274, 0.1143, 0.1148, 0.0915, 0.1246],
  "charge": 0,
  "e_homo_ev": -8.97,
  "e_lumo_ev": 0.96,
  "gap_ev": 9.9,
  "smiles": "CCn1ccnc1",
  "e_above_lowest_kcal_mol": 19.3,
  "energy_ha": -304.8047
}